Entry 1:
{"formula": "C16H20N10O2", "method": "ωB97M-V/def2-TZVPD", "elements": ["C", "C", "N", "C", "C", "C", "C", "C", "C", "O", "N", "N", "C", "C", "C", "C", "C", "C", "N", "N", "N", "N", "C", "N", "O", "N", "C", "N", "H", "H", "H", "H", "H", "H", "H", "H", "H", "H", "H", "H", "H", "H", "H", "H", "H", "H", "H", "H"], "coordinates": [[4.32866, 2.82132, 1.03493], [2.91900, 2.55173, 1.54616], [2.44479, 1.20213, 1.23773], [2.46877, 0.86419, -0.18707], [1.70082, 1.79085, -1.12794], [1.14021, 0.97909, 1.87406], [0.67733, -0.42834, 1.77193], [-0.29383, -0.99690, 0.95839], [-1.18734, -0.35570, -0.02194], [-1.21438, 0.83921, -0.22872], [-1.98314, -1.27580, -0.64121], [-2.89016, -0.92782, -1.55750], [-3.62689, -1.82397, -2.07879], [-4.62095, -1.48309, -3.07752], [-4.81271, -0.16470, -3.50240], [-5.78059, 0.08553, -4.45615], [-6.52215, -0.97726, -4.95368], [-6.25429, -2.24946, -4.46676], [-5.33422, -2.50211, -3.55758], [-0.36622, -2.31896, 1.25796], [0.45396, -2.59196, 2.18188], [1.11012, -1.47557, 2.52859], [2.00878, -1.50513, 3.58529], [1.71517, -2.07232, 4.72322], [2.78950, -1.98576, 5.49155], [3.80788, -1.35078, 4.86193], [3.37616, -1.03181, 3.66298], [4.10525, -0.45926, 2.69264], [4.35284, 2.90940, -0.04733], [4.68407, 3.75783, 1.45722], [5.00812, 2.02775, 1.33641], [2.92206, 2.64133, 2.63775], [2.23135, 3.31495, 1.15545], [2.07046, -0.14964, -0.28129], [3.51978, 0.82800, -0.48545], [2.10236, 2.80072, -1.10570], [0.64459, 1.82160, -0.87517], [1.79263, 1.41190, -2.14249], [0.35777, 1.61246, 1.43385], [1.24568, 1.24024, 2.93379], [-1.88083, -2.25342, -0.35020], [-3.55600, -2.88209, -1.80841], [-4.20504, 0.61667, -3.07671], [-5.95799, 1.09144, -4.80886], [-7.28741, -0.82439, -5.69865], [-6.80436, -3.11125, -4.82257], [5.01009, -0.12911, 2.98659], [3.59028, 0.11823, 2.00980]], "atomic_forces_ev_per_a": [[-0.305, -0.017, 0.061], [0.128, 0.032, 0.066], [-0.209, 0.083, -0.078], [-0.006, 0.039, -0.259], [0.075, -0.087, 0.255], [0.058, 0.288, 0.062], [-0.674, -0.146, -0.439], [0.917, 0.441, 0.792], [-0.240, 0.118, -0.214], [0.000, -0.027, 0.043], [0.227, -1.032, 0.374], [-0.500, 0.594, -0.565], [0.729, -0.315, 0.741], [-0.531, 0.555, -0.602], [-0.008, -0.238, 0.037], [-0.004, -0.117, 0.017], [0.081, -0.023, 0.079], [-0.325, 0.154, -0.336], [0.424, -0.236, 0.443], [-0.473, 0.077, -0.411], [0.412, -1.225, 0.636], [-0.563, 0.597, -0.817], [1.200, -0.028, 1.257], [-0.761, 0.130, -0.625], [-0.201, -0.203, 0.118], [0.605, 0.593, -0.698], [-0.844, -0.758, 0.764], [0.609, 0.042, -0.247], [0.061, 0.003, -0.120], [0.073, 0.065, 0.001], [0.112, -0.063, 0.015], [-0.069, 0.026, -0.070], [-0.012, -0.015, 0.070], [0.147, 0.028, -0.030], [-0.062, -0.102, -0.014], [0.055, 0.137, -0.056], [-0.036, 0.058, -0.037], [-0.004, 0.002, -0.130], [0.071, -0.081, 0.132], [-0.038, 0.035, -0.091], [-0.050, 0.342, -0.108], [0.004, 0.028, -0.006], [0.052, 0.107, 0.031], [0.001, 0.059, -0.009], [-0.063, -0.015, -0.057], [-0.091, 0.001, -0.085], [0.034, 0.004, -0.030], [-0.006, 0.092, 0.143]], "mol_weight_g_mol": 384.40, "smiles": "CCN(CC)Cc1c(C(=O)N/N=C/c2ccccn2)nnn1-c1nonc1N", "lumo_ha": -0.0063, "total_charge": 0, "e_above_lowest_kcal_mol": 0.0, "e_homo_ev": -8.851}

Entry 2:
{"formula": "C14H18N4O2W", "method": "ωB97M-V/def2-TZVPD", "elements": ["N", "C", "C", "H", "H", "H", "N", "C", "C", "H", "H", "H", "N", "C", "C", "H", "H", "H", "W", "C", "O", "C", "O", "C", "C", "C", "C", "C", "C", "H", "H", "H", "H", "H", "H", "N", "H", "H", "H"], "coordinates": [[0.30467, 1.90291, 0.43147], [0.37522, 3.07691, 0.45332], [0.40711, 4.48132, 0.59277], [-0.62308, 4.86763, 0.55471], [0.99199, 4.91434, -0.23113], [0.86936, 4.75475, 1.55404], [1.76952, -1.15222, 0.09391], [2.74162, -1.78646, -0.07567], [3.92895, -2.55943, -0.08705], [4.61913, -2.12770, -0.82258], [3.68154, -3.58756, -0.38337], [4.39830, -2.55947, 0.90612], [-1.61874, -1.04796, 0.43301], [-2.66300, -1.58581, 0.45578], [-3.93770, -2.18221, 0.59322], [-3.89988, -2.97796, 1.35272], [-4.24081, -2.61056, -0.37121], [-4.66216, -1.41212, 0.89959], [0.19203, -0.12484, 0.91844], [0.17809, -1.83904, 2.19717], [0.15115, -2.84830, 2.78309], [1.75394, 0.58189, 2.19714], [2.66508, 1.01526, 2.78333], [0.64998, 1.23009, -2.24294], [-0.73288, 1.30210, -2.11584], [-1.48706, 0.13569, -2.11621], [-0.85883, -1.09551, -2.24276], [0.51927, -1.16671, -2.36240], [1.27545, 0.00355, -2.36429], [1.24691, 2.15299, -2.31503], [-1.23726, 2.27869, -2.08866], [-2.58599, 0.19830, -2.08954], [-1.45569, -2.01821, -2.31571], [1.00235, -2.13775, -2.52237], [2.36020, -0.04112, -2.52850], [-1.32341, 0.86291, 2.35757], [-1.80745, 0.19532, 2.96923], [-2.04010, 1.32830, 1.78173], [-0.90780, 1.57801, 2.96689]], "atomic_forces_ev_per_a": [[0.267, 2.392, 0.353], [-0.220, -2.871, 0.487], [0.051, 0.832, -0.265], [0.151, 0.039, -0.030], [-0.056, 0.110, 0.089], [-0.030, -0.039, -0.153], [1.826, -1.178, 0.401], [-1.547, 1.022, 1.293], [0.386, -0.303, -0.650], [0.143, -0.117, 0.006], [0.109, -0.006, -0.009], [-0.093, 0.066, -0.044], [-1.949, -1.132, 0.390], [2.350, 1.267, 0.481], [-0.651, -0.337, -0.216], [-0.004, 0.065, -0.129], [-0.131, -0.044, 0.074], [0.035, -0.137, -0.085], [-1.653, 0.995, -2.245], [-0.244, -6.505, 3.793], [0.193, 5.615, -3.096], [5.805, 2.851, 3.805], [-5.022, -2.440, -3.088], [0.639, 0.709, -0.342], [-0.513, 0.577, -0.212], [-0.858, 0.314, -0.201], [-0.298, -0.931, -0.314], [-0.237, -0.830, -0.239], [0.793, 0.519, -0.259], [-0.305, -0.524, 0.029], [0.225, -0.483, -0.011], [0.577, -0.019, -0.012], [0.341, 0.492, 0.037], [-0.222, 0.365, 0.061], [-0.475, 0.059, 0.074], [0.751, -0.458, 0.041], [-0.035, 0.307, -0.021], [0.209, -0.133, 0.243], [-0.311, -0.109, -0.035]], "mol_weight_g_mol": 458.16, "multiplicity": 3, "lumo_ha": [-0.6537, -0.6378], "total_charge": 4, "e_above_lowest_kcal_mol": 0.0, "e_homo_ev": [-22.012, -21.786]}

Entry 3:
{"formula": "C2H6IPS", "method": "ωB97M-V/def2-TZVPD", "elements": ["C", "C", "P", "S", "I", "H", "H", "H", "H", "H", "H"], "coordinates": [[1.40873, -0.51498, -1.22973], [-0.14261, 1.32972, 0.50628], [0.44811, 1.16025, -1.02112], [-2.71978, -0.62277, 0.72539], [-1.52849, -1.83004, 2.35659], [2.28509, -0.33224, -1.72447], [0.80841, -1.29684, -1.74975], [1.72334, -1.08986, -0.39386], [-1.78178, 0.24077, 0.49362], [-0.58518, 2.24632, 0.62874], [0.08417, 0.70968, 1.40831]], "atomic_forces_ev_per_a": [[-3.143, -0.238, 0.992], [2.336, -2.422, 0.420], [0.749, -1.346, -0.675], [-3.572, 0.867, -2.548], [2.120, -2.085, 2.832], [2.033, 0.690, -1.818], [0.158, 0.989, -0.274], [0.057, 0.076, 1.574], [0.940, 0.868, -0.271], [-1.307, 2.078, 0.648], [-0.371, 0.524, -0.879]], "mol_weight_g_mol": 220.02, "multiplicity": 3, "lumo_ha": [-0.0028, -0.1040], "total_charge": 0, "e_above_lowest_kcal_mol": 20.9, "e_homo_ev": [-6.434, -9.592]}

Entry 4:
{"formula": "C10H11F4N2NiTe", "method": "ωB97M-V/def2-TZVPD", "elements": ["Ni", "C", "N", "C", "C", "C", "N", "C", "C", "F", "C", "F", "C", "C", "F", "C", "F", "H", "H", "H", "H", "H", "H", "H", "H", "H", "H", "H", "Te"], "coordinates": [[1.51292, -0.50442, -1.05254], [0.08115, -2.66323, 0.47326], [1.30792, -1.87744, 0.56442], [2.45790, -2.75257, 0.77675], [1.22837, -0.86449, 1.62621], [0.11860, 0.14653, 1.35800], [0.10701, 0.47911, -0.05614], [-0.78864, 1.36430, -0.51691], [-0.91678, 1.55588, -1.92115], [-0.14594, 0.82036, -2.74762], [-1.80984, 2.42946, -2.48527], [-1.85769, 2.52636, -3.83030], [-2.67353, 3.20550, -1.72854], [-2.57937, 3.03949, -0.36396], [-3.38696, 3.76532, 0.44162], [-1.68873, 2.16872, 0.22848], [-1.69993, 2.12988, 1.58847], [-0.11695, -3.20518, 1.41019], [0.18526, -3.38820, -0.33406], [-0.76241, -2.01355, 0.24783], [2.35207, -3.31236, 1.71838], [3.36603, -2.15356, 0.78256], [2.53766, -3.44953, -0.05600], [2.19467, -0.35591, 1.63027], [1.08129, -1.34313, 2.60708], [0.30811, 1.01196, 1.99950], [-0.84518, -0.26820, 1.68618], [-3.36748, 3.89740, -2.17827], [3.80045, -0.38850, -1.86843]], "atomic_forces_ev_per_a": [[0.520, 0.123, -0.171], [0.029, -0.005, -0.010], [-0.101, 0.014, 0.111], [-0.023, 0.033, -0.043], [0.028, -0.041, -0.101], [-0.039, -0.006, 0.033], [-0.064, -0.074, 0.054], [0.018, -0.020, -0.040], [-0.067, 0.065, -0.006], [0.049, -0.041, 0.102], [-0.016, 0.012, -0.010], [0.010, -0.013, 0.008], [0.011, -0.003, 0.010], [-0.013, 0.011, -0.037], [0.013, -0.012, 0.014], [-0.014, 0.013, -0.002], [0.010, -0.010, -0.011], [-0.004, 0.004, 0.003], [-0.006, -0.001, 0.003], [0.000, 0.000, 0.000], [0.012, 0.003, 0.009], [0.006, -0.009, 0.013], [0.004, -0.003, 0.002], [-0.007, 0.010, 0.015], [-0.017, 0.012, 0.016], [0.017, -0.011, 0.012], [-0.004, 0.006, -0.015], [-0.004, 0.002, -0.001], [-0.347, -0.060, 0.041]], "mol_weight_g_mol": 421.50, "multiplicity": 3, "lumo_ha": [0.1130, 0.1061], "total_charge": -1, "e_homo_ev": [-3.182, -3.066]}

Entry 5:
{"formula": "C3H2CrFO2", "method": "ωB97M-V/def2-TZVPD", "elements": ["C", "C", "O", "O", "C", "H", "F", "H", "Cr"], "coordinates": [[1.07039, 0.13554, 0.28668], [-2.03243, -0.13181, 0.29129], [0.54423, 0.97398, 0.99588], [0.16650, -0.81128, -0.31156], [-1.06187, -1.04744, 0.24302], [-2.89650, -0.18390, 0.95212], [-2.08666, 0.88784, -0.59282], [-1.15207, -1.93497, 0.87290], [3.12774, -0.24205, -0.53831]], "atomic_forces_ev_per_a": [[1.357, 1.279, 0.258], [-0.043, -0.903, -0.385], [0.363, -0.372, -0.094], [-1.170, -1.874, -1.002], [0.383, 1.184, 0.770], [0.054, -0.093, -0.369], [0.132, 0.364, 0.398], [0.046, 0.190, -0.034], [-1.123, 0.224, 0.460]], "mol_weight_g_mol": 141.04, "multiplicity": 5, "lumo_ha": [0.1362, 0.1408], "total_charge": -1, "e_above_lowest_kcal_mol": 0.0, "e_homo_ev": [-1.701, -0.846]}

Entry 6:
{"formula": "C4H12N2O", "method": "ωB97M-V/def2-TZVPD", "elements": ["C", "N", "H", "H", "H", "H", "H", "C", "C", "N", "C", "O", "H", "H", "H", "H", "H", "H", "H"], "coordinates": [[-1.91249, -1.30011, -0.81111], [-1.21360, -0.04505, -1.01025], [-1.74979, 0.52772, -1.66616], [0.17414, -0.09018, -0.93074], [-2.91432, -1.17035, -0.36353], [-2.06228, -1.87707, -1.73650], [-1.34423, -1.93304, -0.12056], [2.11856, -0.86852, 0.34166], [0.38519, 0.92273, 0.73264], [0.01453, 2.22536, 0.62403], [1.29710, 0.30428, -0.15719], [-0.13487, 0.19439, 1.73348], [-1.07368, 0.41094, 1.83300], [0.38715, 2.70882, -0.18075], [-0.86094, 2.49448, 1.05160], [1.88911, 1.02948, -0.71656], [2.57458, -1.38086, -0.50766], [2.92614, -0.55993, 1.01236], [1.49970, -1.59309, 0.87225]], "atomic_forces_ev_per_a": [[-0.025, -0.068, -0.177], [0.847, -0.082, 0.098], [0.513, -0.228, -0.047], [-2.453, 0.426, -0.264], [0.130, 0.033, -0.038], [0.005, -0.126, 0.097], [-0.007, -0.004, -0.051], [-0.132, -0.193, -0.153], [0.770, -0.225, -0.499], [0.347, -0.941, 0.300], [0.440, 0.771, 1.371], [-0.034, 0.392, -0.266], [0.102, -0.084, -0.001], [-0.447, 0.101, 0.208], [0.196, 0.231, -0.429], [-0.200, -0.007, -0.167], [-0.021, -0.022, 0.064], [-0.052, -0.004, -0.022], [0.022, 0.028, -0.024]], "mol_weight_g_mol": 104.15, "lumo_ha": 0.0214, "total_charge": 0, "e_above_lowest_kcal_mol": 86.7, "e_homo_ev": -6.999}